ORCA calculation (ωB97M-V/def2-TZVPD) on C13H23ClNPrPt as an isolated structure in a non-equilibrium geometry.

Results
Frontier orbital gap (spin up / spin down)   2.293 / 5.183 eV
Net charge   -2
E   -1660.14842 Eh
2S+1   5
HOMO level (spin up / spin down)   2.24 / -0.66 eV
LUMO energy (spin up / spin down)   4.53 / 4.52 eV

Each line ends with the Löwdin charge.
Element x y z (Å)
Pr 4.007 1.417 1.279  0.171
Cl 3.968 0.743 -1.154  -0.089
C 6.031 0.412 2.244  -0.367
C 4.927 3.629 0.792  -0.374
H 6.535 1.113 2.930  -0.055
H 5.481 -0.288 2.906  -0.063
H 6.856 -0.155 1.785  -0.053
H 5.540 4.002 1.629  -0.055
H 3.951 4.146 0.891  -0.060
H 5.417 4.022 -0.114  -0.048
Pt 0.495 -0.084 0.583  0.797
C 1.640 -1.763 0.621  -0.415
C -0.130 0.444 2.318  -0.309
H 2.371 -1.574 1.428  -0.074
H 1.084 -2.700 0.838  -0.047
H 2.164 -1.841 -0.352  -0.044
H -0.805 1.327 2.391  -0.052
H 0.035 -0.103 3.268  -0.054
C -4.411 -2.464 -0.619  -0.133
N -3.014 -2.192 -0.532  -0.290
C -2.123 -2.884 -1.396  -0.101
C -2.552 -1.086 0.282  -0.196
C -2.325 0.159 -0.531  -0.259
C -3.409 0.714 -1.267  -0.074
C -3.160 1.723 -2.198  -0.142
C -1.852 2.236 -2.301  -0.134
C -0.786 1.710 -1.540  -0.144
C -1.023 0.670 -0.643  -0.294
H -4.613 -3.541 -0.701  0.068
H -4.845 -1.988 -1.508  0.062
H -4.927 -2.032 0.248  0.077
H -2.037 -2.368 -2.356  0.075
H -1.107 -2.960 -0.988  0.082
H -2.519 -3.876 -1.630  0.068
H -3.350 -0.882 1.014  0.111
H -1.661 -1.366 0.885  0.082
H -4.452 0.365 -1.114  0.095
H -3.980 2.146 -2.806  0.082
H -1.657 3.084 -2.964  0.078
H 0.235 2.086 -1.619  0.078